C2H5N3S in the gas phase in a non-equilibrium geometry, computed with ωB97M-V/def2-TZVPD.

Results
E_HOMO   -9.10 eV
Largest force on an atom   2.209 eV/A
Net charge   0
Structure (SMILES)   [H]/N=C(/N)SN=C
Gap between HOMO and LUMO   9.89 eV

Geometry as XYZ:
```
11
C2H5N3S | the OMol25 dataset | ωB97M-V/def2-TZVPD
H -0.95 0.86 -2.95
N -0.89 -0.19 -1.11
C -1.35 0.11 -2.25
H -2.25 -0.45 -2.58
H 1.65 0.05 2.74
N 1.64 0.41 1.78
C 0.62 -0.17 1.04
H -0.64 -1.49 0.73
N -0.03 -1.18 1.43
S 0.50 0.62 -0.57
H 1.68 1.43 1.75
```


A molecular structure, ClO4Rb in a non-equilibrium geometry, computed with ωB97M-V/def2-TZVPD.

Results
E_HOMO   -8.96 eV
Largest force on an atom   3.849 eV/A
Net charge   0
Gap between HOMO and LUMO   7.61 eV

Geometry as XYZ:
```
6
ClO4Rb | the OMol25 dataset | ωB97M-V/def2-TZVPD
O 3.91 15.42 -25.85
O 3.90 13.40 -24.69
Rb 2.01 14.62 -29.01
O 5.79 13.93 -25.98
O 3.77 13.50 -27.08
Cl 4.35 14.02 -25.89
```


A gas-phase ion, C23H19F5N3O3 (charge +1) in a non-equilibrium geometry, computed with ωB97M-V/def2-TZVPD.

Results
E_HOMO   -11.36 eV
Largest force on an atom   1.458 eV/A
Net charge   +1
Structure (SMILES)   O=C(C[n+]1cccc(CNC(=O)c2ccc(OC(F)F)cc2)c1)Nc1cccc(C(F)(F)F)c1
Gap between HOMO and LUMO   7.73 eV

Geometry as XYZ:
```
53
C23H19F5N3O3 | the OMol25 dataset | ωB97M-V/def2-TZVPD
C 2.06 -4.10 0.06
C -0.15 2.19 -0.24
F 2.69 -0.82 -0.87
H -3.65 0.51 -1.59
C -1.61 2.20 0.01
O -2.13 1.65 0.97
H -0.23 2.40 -2.39
C -5.51 0.65 1.72
F 4.81 2.97 1.07
H -4.37 -1.87 -1.67
C 2.61 2.18 -0.57
C 0.70 2.02 0.85
C 1.70 -2.76 0.03
H 2.70 1.90 1.56
C -5.17 -0.55 1.12
H -3.97 3.91 -0.03
C -4.16 0.57 -0.64
H -6.07 0.64 2.65
H -2.59 -3.81 -0.21
C -0.26 -4.69 -0.16
H -1.03 -5.44 -0.24
F 4.75 0.85 0.73
C 1.06 -5.06 -0.04
H 0.27 1.89 1.83
N -1.98 -3.02 -0.31
O -1.90 -0.79 -0.82
C 0.40 2.32 -1.51
H 0.13 -1.32 -0.11
C 1.77 2.32 -1.68
H 3.09 -4.39 0.16
C 2.07 2.03 0.70
H 2.22 2.41 -2.65
C -2.50 -1.81 -0.59
C -0.61 -3.34 -0.20
F 2.52 -0.94 1.27
C -5.09 1.84 1.15
N -2.37 2.85 -0.91
C -3.79 3.04 -0.67
H 1.32 -6.11 -0.02
H -5.43 -1.50 1.57
C 2.73 -1.67 0.17
H -4.27 3.21 -1.64
C 0.38 -2.37 -0.10
H -5.30 2.78 1.64
C -4.07 -1.81 -0.62
H 5.88 2.08 -0.36
F 3.98 -2.14 0.24
C -4.35 1.81 -0.03
H -4.49 -2.65 -0.07
H -1.93 3.45 -1.59
C 4.88 2.03 0.09
O 3.96 2.22 -0.87
N -4.52 -0.56 -0.05
```


Question: The lowest E_HOMO belongs to which entry?
Answer: C23H19F5N3O3


Question: gap between HOMO and LUMO of number 3 (C23H19F5N3O3)?
Answer: 7.73 eV


Question: The highest gap between HOMO and LUMO belongs to which entry?
Answer: C2H5N3S


Question: Which value of net charge does entry 3 give?
Answer: +1